(1)
This record from OMol25 describes C16H19B11Br6N5SScSe as an isolated structure. The level of theory is ωB97M-V/def2-TZVPD.

Structure (ORCA input):
```
! wB97M-V def2-TZVPD RIJCOSX def2/J DEFGRID3
* xyz 4 1
Sc -0.313 0.193 -0.044
Br -1.277 -0.439 2.613
B -0.848 -2.370 2.718
B -1.294 -3.503 4.017
C -1.394 -4.981 3.183
B -2.015 -3.636 2.375
B -1.138 -4.956 1.507
B 0.084 -5.603 2.608
B -0.017 -4.719 4.137
B 0.389 -2.959 3.853
Br 1.220 -1.827 5.121
B 1.274 -4.316 2.967
Br 3.076 -4.731 3.327
B 0.560 -4.451 1.292
Br 1.595 -4.874 -0.259
B -0.751 -3.267 1.217
Br -1.138 -2.327 -0.508
B 0.717 -2.844 2.096
Br 1.838 -1.422 1.364
H -1.971 -3.257 4.950
H -2.115 -5.698 3.554
H -3.174 -3.480 2.216
H -1.726 -5.661 0.768
H 0.330 -6.755 2.599
H 0.157 -5.263 5.167
C 0.357 1.622 -5.341
N -0.089 2.412 -4.159
C -0.024 3.740 -4.065
C -0.590 4.105 -2.839
N -0.982 2.974 -2.224
C -0.665 1.885 -3.022
S -0.919 0.286 -2.737
C -1.899 2.963 -1.100
C -2.907 3.894 -1.120
C -3.821 3.914 -0.068
C -3.692 2.974 0.933
C -2.658 2.058 0.854
N -1.740 2.033 -0.139
H 1.048 2.239 -5.907
H -0.516 1.378 -5.943
H 0.851 0.719 -4.996
H 0.405 4.363 -4.838
H -0.731 5.087 -2.413
H -3.013 4.578 -1.951
H -4.625 4.640 -0.058
H -4.381 2.930 1.766
H -2.567 1.309 1.616
Se 2.473 -0.750 -2.060
N 1.569 0.483 -1.044
C 2.308 1.604 -1.018
C 2.023 2.793 -0.293
C 2.923 3.816 -0.359
C 4.122 3.752 -1.148
C 4.425 2.646 -1.865
C 3.518 1.537 -1.810
N 3.717 0.402 -2.454
H 1.151 2.883 0.349
H 2.743 4.716 0.218
H 4.793 4.600 -1.148
H 5.327 2.565 -2.457
*
```

Results
Relative energy (zero: lowest compared OMol25 entry of this formula, charge and spin): 0.0 kJ/mol
Frontier orbital gap (alpha / beta): 4.7 / 4.5 eV

natural (NBO) population analysis, charges in e, atoms 1 to 8: 1.578, 0.074, -0.125, -0.049, -0.542, -0.065, -0.055, -0.068

---

(2)
This record from OMol25 describes C16H19BBrN3O5S as an isolated structure in a non-equilibrium geometry. The level of theory is ωB97M-V/def2-TZVPD.

Structure (ORCA input):
```
! wB97M-V def2-TZVPD RIJCOSX def2/J DEFGRID3
* xyz 0 1
C -1.654 -3.079 2.890
O -0.527 -2.191 2.974
B -0.719 -0.916 2.589
O 0.103 0.046 3.078
O -1.696 -0.529 1.637
S -3.053 0.109 2.243
O -2.887 0.222 3.654
O -4.055 -1.237 2.002
Br -5.181 -1.580 3.404
H -2.318 -2.878 3.716
H -1.298 -4.094 2.962
H -2.183 -2.991 1.955
H 1.029 -0.243 2.988
N -1.258 1.925 -1.756
C -0.278 2.356 -2.552
C 0.966 1.748 -2.634
C 1.210 0.635 -1.848
C 0.204 0.176 -1.014
C -1.006 0.854 -1.006
H -0.506 3.230 -3.149
H 1.722 2.141 -3.300
H 2.169 0.133 -1.883
H 0.353 -0.690 -0.382
H -1.810 0.521 -0.372
N -0.363 4.334 -5.223
C -0.645 3.269 -5.970
C -1.237 3.341 -7.221
C -1.558 4.590 -7.725
C -1.274 5.709 -6.961
C -0.677 5.526 -5.723
H -0.383 2.310 -5.536
H -1.441 2.441 -7.784
H -2.023 4.690 -8.697
H -1.508 6.704 -7.314
H -0.434 6.375 -5.094
N 3.450 -3.494 3.679
C 2.299 -3.145 4.252
C 1.957 -3.475 5.555
C 2.859 -4.210 6.305
C 4.061 -4.582 5.725
C 4.305 -4.199 4.415
H 1.619 -2.579 3.633
H 1.008 -3.162 5.967
H 2.631 -4.488 7.326
H 4.794 -5.157 6.274
H 5.235 -4.467 3.924
*
```

Results
Frontier orbital gap: 8.6 eV

natural (NBO) population analysis, charges in e, atoms 1 to 8: -0.256, -0.720, 1.296, -0.896, -0.909, 1.803, -0.918, -0.820

---

| no. | energy (Eh) | molar mass (g mol⁻¹) |
| --- | --- | --- |
| 1 | -20171.6238 | 1035.702 |
| 2 | -4158.6473 | 456.127 |